ORCA calculation (the ωB97M-V functional and the def2-TZVPD basis) on a 4-piece molecular cluster, C41H77BBrN4O3 overall in a non-equilibrium geometry.

```
127
Properties=species:S:1:pos:R:3:forces:R:3
C 5.948037 -3.161334 3.200974 -0.947 1.183 -0.836
C 6.015777 -3.216120 1.607277 1.119 -0.718 0.318
C 5.139873 -4.355919 0.966641 0.722 1.726 -1.101
C 3.583098 -4.099064 0.978646 -0.281 -3.949 2.751
C 3.001757 -2.771201 1.575342 -0.659 0.870 -1.927
C 3.031101 -1.545618 0.614518 0.044 2.296 -0.705
C 2.954079 -0.195457 1.218544 0.040 -0.363 -1.462
C 2.928587 1.032615 0.453549 0.000 -2.573 -0.552
C 2.971711 0.948617 -1.006685 0.208 -0.473 1.081
C 2.906801 2.304037 -1.801668 -0.395 -1.122 0.821
C 3.073969 -0.354343 -1.627964 -0.256 0.104 1.786
C 3.092085 -1.597742 -0.831871 0.002 1.707 0.506
C 2.994815 -5.203400 2.040712 -1.706 0.823 1.034
O 1.894112 -5.832849 1.392114 0.536 0.282 0.126
B 2.044406 -5.723862 -0.057994 -0.318 0.442 1.165
Br 2.782969 -7.595245 -0.592673 0.972 -0.974 -0.555
C 0.683909 -5.627850 -0.957008 -0.759 0.832 0.698
C -0.338318 -4.605177 -0.319375 -0.044 -0.236 -0.691
C -1.727655 -4.523486 -1.071589 0.375 1.042 -0.053
N -2.829278 -4.092365 -0.151432 0.257 -0.324 -0.709
C -2.609179 -2.724076 0.332777 0.241 0.293 0.897
C -3.799557 -2.139786 1.148859 -0.941 0.900 0.147
C -4.364174 -0.850032 0.746162 -0.978 -1.110 2.092
C -5.450547 -0.272288 1.525398 0.539 -1.409 0.481
C -5.987628 -0.951990 2.699774 1.428 -1.166 -0.812
C -5.444760 -2.250250 3.095518 1.135 0.959 -1.962
C -4.347004 -2.824478 2.314640 -1.195 1.684 -0.722
O -3.807652 -4.059924 2.685818 -0.370 0.327 -0.112
O 3.016480 -4.645678 -0.198047 0.313 1.753 -0.923
H 6.848271 -3.588852 3.700288 -0.852 0.178 -0.382
H 5.854744 -2.065886 3.464471 0.297 -1.119 0.108
H 4.983048 -3.624815 3.546501 1.146 0.146 -0.089
H 7.091713 -3.474692 1.368127 -1.030 0.309 0.072
H 5.861170 -2.204124 1.134985 -0.239 -1.041 0.548
H 5.437777 -4.420266 -0.121712 -0.347 0.041 1.033
H 5.457020 -5.327169 1.421229 -0.668 0.730 -0.293
H 1.911039 -2.974413 1.792404 1.038 0.107 -0.269
H 3.453098 -2.454966 2.545714 -0.089 -0.555 -0.819
H 2.893816 -0.144577 2.330179 0.091 0.028 -0.935
H 2.863661 1.988808 1.025216 0.024 -0.749 -0.818
H 3.882162 2.851386 -1.732103 -0.805 -0.486 -0.320
H 2.117584 2.927612 -1.293776 0.762 -0.457 -0.719
H 2.595943 2.068699 -2.847744 0.423 0.541 0.714
H 3.100448 -0.411133 -2.745111 0.000 -0.026 1.147
H 3.152202 -2.574600 -1.358345 -0.084 0.785 0.572
H 2.473691 -4.696696 2.910135 0.902 -0.146 -0.517
H 3.732689 -5.888123 2.537299 -0.363 0.161 -1.041
H 0.964835 -5.267724 -1.981480 -0.340 -0.525 0.639
H 0.169630 -6.625711 -0.991002 0.569 0.845 -0.255
H 0.137115 -3.586227 -0.318583 -0.435 -0.798 0.175
H -0.563748 -4.891326 0.743797 0.381 0.185 -0.807
H -1.678894 -3.721572 -1.869207 0.028 -0.875 0.624
H -2.010757 -5.467422 -1.604091 0.261 0.600 0.740
H -2.824759 -4.774433 0.608353 0.021 0.589 0.010
H -2.391151 -2.074419 -0.559859 -0.409 -0.538 0.817
H -1.694985 -2.638454 0.998008 -0.752 -0.099 -0.592
H -3.971049 -0.306428 -0.145724 -0.329 -0.623 0.874
H -5.887681 0.699234 1.205650 0.384 -0.835 0.339
H -6.813103 -0.518162 3.314401 0.830 -0.310 -0.777
H -5.824015 -2.840075 3.958213 0.277 0.673 -0.716
H -4.332611 -4.790951 2.314809 0.152 0.546 0.119
C -4.240246 2.989783 3.054728 -0.053 -0.005 -0.031
C -3.310722 4.145959 2.710441 -0.157 -0.125 -0.007
N -2.746689 4.050580 1.373874 0.360 0.058 -0.174
C -1.626921 4.955135 1.150335 0.158 -0.087 0.128
C -1.905262 6.457893 1.208469 0.138 0.181 -0.087
C -3.700027 3.951499 0.279595 -0.286 -0.255 0.060
C -4.750035 5.057884 0.143701 -0.108 0.068 -0.175
H -3.749258 2.028470 2.890860 -0.029 0.050 -0.063
H -4.527222 3.044312 4.107496 0.005 0.035 -0.049
H -5.159153 3.016737 2.464678 0.028 -0.048 0.014
H -2.493781 4.130127 3.438878 0.120 0.108 -0.208
H -3.847390 5.093896 2.861107 -0.042 0.051 0.110
H -1.161101 4.718584 0.188250 -0.173 -0.072 -0.013
H -0.857556 4.724550 1.895929 -0.129 -0.058 0.061
H -2.451055 6.804003 0.331243 -0.068 0.015 0.060
H -0.957296 7.003248 1.227167 -0.028 -0.031 0.007
H -2.458948 6.742875 2.104676 -0.026 -0.036 -0.035
H -4.230844 2.998135 0.376483 0.040 0.026 0.107
H -3.158216 3.863121 -0.666841 0.183 0.072 0.155
H -5.247276 5.280097 1.089999 0.057 -0.013 0.003
H -5.525238 4.739332 -0.559032 0.034 -0.010 0.028
H -4.324398 5.980096 -0.250982 -0.027 0.033 0.103
C 9.379314 4.956816 -0.141931 -0.055 0.077 -0.030
C 8.622322 3.637325 -0.056127 -0.006 0.180 0.008
N 7.916176 3.459124 1.201139 0.045 -0.223 0.366
C 7.462838 2.090218 1.424728 0.149 -0.217 -0.050
C 6.423790 1.523024 0.459061 -0.042 -0.130 0.067
C 6.962709 4.498711 1.556230 0.109 0.346 -0.102
C 5.841855 4.810159 0.560085 -0.213 0.083 0.051
H 10.043569 5.084928 0.715554 -0.080 -0.021 0.012
H 9.991753 4.974752 -1.046526 -0.056 -0.013 0.019
H 8.702769 5.812953 -0.189652 0.045 -0.006 0.031
H 9.360443 2.835951 -0.160691 -0.193 -0.124 0.133
H 7.946489 3.556386 -0.919052 0.052 -0.005 -0.128
H 7.082220 2.000060 2.447383 -0.009 0.197 -0.034
H 8.343214 1.437612 1.397727 0.060 0.140 -0.066
H 5.438221 1.952108 0.626503 0.015 -0.014 -0.092
H 6.329326 0.445207 0.616654 -0.052 0.048 -0.017
H 6.702420 1.672554 -0.585894 -0.004 0.029 0.023
H 7.519416 5.425687 1.732512 0.057 -0.056 -0.073
H 6.515141 4.264603 2.526682 0.102 -0.230 -0.066
H 6.212264 4.936369 -0.459323 0.023 -0.047 0.029
H 5.353925 5.747614 0.842552 0.033 -0.025 0.000
H 5.070932 4.039873 0.557562 0.052 -0.023 -0.107
C -6.442027 -2.521802 -2.129320 0.089 0.032 -0.013
C -6.991145 -2.078906 -3.478612 0.115 -0.057 0.183
N -7.225399 -0.645236 -3.561287 -0.357 0.284 -0.121
C -8.036308 -0.254609 -4.706181 -0.153 -0.091 0.056
C -7.462877 -0.505523 -6.101578 -0.086 0.104 -0.222
C -6.080919 0.209530 -3.282593 0.234 -0.095 0.306
C -4.815920 0.006866 -4.120977 0.143 0.132 -0.044
H -7.074176 -2.168179 -1.311827 0.044 0.065 -0.044
H -6.410371 -3.612256 -2.080309 0.063 0.057 -0.029
H -5.425500 -2.159209 -1.964933 -0.038 -0.055 0.078
H -7.942915 -2.599829 -3.626552 -0.049 0.225 -0.157
H -6.315375 -2.428837 -4.271564 0.021 -0.113 -0.025
H -8.297361 0.805199 -4.616396 0.156 -0.011 0.101
H -8.993441 -0.784092 -4.633706 0.094 -0.094 0.081
H -6.661175 0.191757 -6.342375 0.056 -0.080 0.009
H -8.247132 -0.357169 -6.849814 0.017 -0.012 0.032
H -7.092506 -1.524894 -6.220457 0.027 0.036 0.046
H -5.807565 0.078646 -2.229905 -0.059 -0.115 -0.033
H -6.385446 1.258517 -3.353717 -0.201 -0.109 -0.116
H -4.524810 -1.042873 -4.190211 -0.049 0.017 0.011
H -3.982099 0.540853 -3.656500 -0.036 -0.027 0.001
H -4.924722 0.405440 -5.129415 0.010 -0.104 -0.022
```
Positions in Å, forces in eV/Å.

Results
* Kohn-Sham gap: 6.97 eV
* total charge: -1